Below is a structure of composition C22H25BrN2O5PbS, with properties calculated with wB97M-V/def2-TZVPD.

The total charge is +2. As for the multiplicity: 1. The orbital gap comes out at 7.7 eV. Its HOMO energy is -13.4 eV.

Cartesian coordinates (Å):
Pb (0.929, -1.744, 0.773)
C (-3.562, 0.231, 4.451)
C (-2.190, 0.291, 3.795)
S (-2.027, -0.953, 2.503)
O (-0.685, -0.579, 1.828)
C (-3.284, -0.428, 1.327)
C (-3.153, 1.007, 0.849)
H (-3.559, 0.866, 5.334)
H (-3.813, -0.780, 4.775)
H (-4.343, 0.587, 3.781)
H (-1.384, 0.065, 4.493)
H (-1.980, 1.251, 3.324)
H (-4.238, -0.636, 1.814)
H (-3.178, -1.146, 0.512)
H (-3.406, 1.721, 1.631)
H (-3.837, 1.174, 0.019)
H (-2.139, 1.206, 0.503)
O (0.007, -1.402, -1.343)
C (0.140, -0.206, -1.677)
O (0.584, 0.562, -0.681)
C (-0.172, 0.299, -2.989)
C (-0.203, -0.648, -4.022)
C (-0.493, -0.288, -5.331)
C (-0.774, 1.043, -5.551)
O (-1.095, 1.631, -6.704)
C (-1.273, 3.034, -6.432)
O (-1.106, 3.202, -5.020)
C (-0.769, 1.991, -4.521)
C (-0.463, 1.664, -3.236)
H (0.027, -1.678, -3.792)
H (-0.499, -1.006, -6.138)
H (-2.279, 3.329, -6.723)
H (-0.512, 3.600, -6.966)
H (-0.466, 2.413, -2.460)
C (-2.466, -6.138, -0.979)
N (-1.742, -5.260, -0.062)
C (-1.589, -5.460, 1.288)
C (-0.868, -4.409, 1.754)
N (-0.598, -3.556, 0.701)
C (-1.137, -4.112, -0.377)
H (-2.151, -7.166, -0.820)
H (-2.235, -5.851, -2.000)
H (-3.537, -6.053, -0.810)
H (-1.989, -6.326, 1.786)
H (-0.534, -4.213, 2.759)
H (-1.099, -3.704, -1.373)
Br (3.794, 5.641, -1.204)
C (2.793, 4.059, -1.050)
C (3.229, 2.909, -1.698)
C (2.490, 1.743, -1.585)
C (1.330, 1.759, -0.839)
C (0.891, 2.886, -0.181)
C (1.631, 4.054, -0.288)
H (4.139, 2.923, -2.281)
H (2.815, 0.841, -2.091)
H (-0.019, 2.852, 0.404)
H (1.307, 4.953, 0.216)

Listed below, in e, are the Löwdin charges computed for each atom: number 1, Pb, carries 1.55; number 2, C, carries -0.11; number 3, C, carries -0.37; number 4, S, carries 0.98; number 5, O, carries -0.74; number 6, C, carries -0.37; number 7, C, carries -0.10; number 8, H, carries 0.10; number 9, H, carries 0.09; number 10, H, carries 0.07; number 11, H, carries 0.10; number 12, H, carries 0.09; number 13, H, carries 0.10; number 14, H, carries 0.09; number 15, H, carries 0.08; number 16, H, carries 0.09; number 17, H, carries 0.06; number 18, O, carries -0.12; number 19, C, carries -0.42; number 20, O, carries -0.05; number 21, C, carries -0.13; number 22, C, carries 0.02; number 23, C, carries 0.06; number 24, C, carries -0.19; number 25, O, carries 0.09; number 26, C, carries -0.06; number 27, O, carries 0.06; number 28, C, carries -0.19; number 29, C, carries 0.10; number 30, H, carries 0.12; number 31, H, carries 0.14; number 32, H, carries 0.15; number 33, H, carries 0.15; number 34, H, carries 0.13; number 35, C, carries 0.02; number 36, N, carries -0.10; number 37, C, carries -0.02; number 38, C, carries -0.12; number 39, N, carries -0.13; number 40, C, carries -0.14; number 41, H, carries 0.11; number 42, H, carries 0.10; number 43, H, carries 0.11; number 44, H, carries 0.14; number 45, H, carries 0.12; number 46, H, carries 0.14; number 47, Br, carries 0.82; number 48, C, carries -0.68; number 49, C, carries -0.09; number 50, C, carries 0.01; number 51, C, carries -0.26; number 52, C, carries 0.00; number 53, C, carries -0.09; number 54, H, carries 0.12; number 55, H, carries 0.14; number 56, H, carries 0.13; number 57, H, carries 0.12